Molecular formula: C38H31N5O4
Method: DFT, ωB97M-V/def2-TZVPD

Element x y z (Å)
1 H -3.21530 4.48879 -0.08370
2 C 2.53176 1.06613 -2.11692
3 C 1.71536 -3.75637 -0.32168
4 H -3.33465 2.85083 -5.81329
5 C -4.40516 0.09502 -4.22280
6 H 3.06479 -0.62127 -0.10571
7 H 2.41339 3.17383 -2.67868
8 C 2.56721 -5.17299 1.40284
9 H -1.77648 0.43489 0.51555
10 H -2.03311 -3.80080 0.62196
11 H -0.06870 2.39574 3.77777
12 H 3.58834 -1.99861 1.87322
13 C -3.34819 2.03557 -5.10731
14 C -2.36219 3.83504 -0.15647
15 H 0.49191 2.12028 -4.49303
16 C -2.34642 0.89904 -3.22599
17 H -5.14679 1.19011 -5.89396
18 C -2.35781 2.81031 -1.08053
19 C 3.10438 -2.84459 1.41270
20 H 1.32601 -5.84039 -0.19808
21 H 1.14593 -3.63414 -1.22560
22 C -1.48826 -0.53045 -1.36450
23 H 3.66997 0.53595 4.77602
24 C 2.18525 2.18760 -3.10288
25 C -1.92443 -1.67286 0.71346
26 C 0.49491 1.60388 4.24299
27 C -0.14348 0.55671 4.89198
28 H -3.20998 2.66116 -1.71921
29 H 3.76460 -4.22386 2.89527
30 C 0.68278 2.04578 -3.41616
31 C -4.37287 1.11426 -5.14792
32 O 3.96806 -1.40423 6.13244
33 C -1.72994 -0.50864 0.00241
34 N 3.11266 3.49521 3.02888
35 C 3.19850 -4.09251 1.98746
36 N 1.30409 0.26197 -1.89818
37 H -1.28170 4.82240 1.39760
38 H 0.15944 -0.05693 -3.62528
39 O 2.17590 -2.57029 6.49571
40 C 2.36835 -2.65220 0.23691
41 C 0.54050 -0.49842 5.47873
42 C -1.68418 -2.93347 -1.29757
43 H -1.67183 -3.88190 -1.81105
44 C 2.56258 2.62003 3.55769
45 H -1.33537 -1.80453 -3.07153
46 C -1.48926 -1.76455 -2.00574
47 C 2.31768 -1.34241 -0.38775
48 C 0.19968 0.69349 -2.82935
49 H -3.48574 -0.77172 -2.53020
50 H 2.89441 1.44541 -1.15597
51 C 2.59050 0.53006 4.79943
52 H 2.79082 2.10552 -4.01417
53 C -1.27804 4.02273 0.67677
54 H 0.64784 1.49912 -0.39675
55 C -0.19227 2.16611 -0.33831
56 C 1.95995 -0.50984 5.43503
57 C -1.26646 1.96035 -1.19288
58 H -5.20073 -0.63393 -4.24259
59 C -3.41431 0.00637 -3.26851
60 C -2.34970 1.92798 -4.15803
61 C -0.18532 3.18696 0.58571
62 C 1.37461 -0.97407 -1.28020
63 N -0.34951 -1.34964 6.03227
64 N 2.74262 -1.56002 6.05747
65 H 2.65800 -6.15188 1.84189
66 H -1.58374 2.68018 -4.12432
67 H -2.10420 -1.62768 1.77507
68 C -1.23556 0.76424 -2.15721
69 H 0.67249 3.32619 1.22826
70 O -1.58525 -0.92132 5.84705
71 N -1.45782 0.23173 5.16631
72 C 1.82191 -5.00037 0.25447
73 C -1.89415 -2.88877 0.06495
74 H 0.13642 2.86587 -2.94185
75 H 3.30753 0.40526 -2.51483
76 C 1.87508 1.59379 4.20542
77 H 0.59909 -1.67417 -1.50385
78 O -2.41641 0.95794 4.80883

Properties
Kohn-Sham gap = 0.17295 Ha
Energy above the lowest of the compared OMol25 structures with the same formula, charge and spin = 0.0 kJ/mol

***

Molecular formula: C38H31N7O11P2Sn
Method: DFT, ωB97M-V/def2-TZVPD

Element x y z (Å)
1 H -0.80160 -2.96123 -3.58988
2 C 0.58005 2.82323 -1.63327
3 N 0.06587 3.49748 -0.60669
4 H 4.45014 -0.01145 -3.88219
5 H -2.87548 0.68913 -4.99400
6 C -0.04682 2.12944 -3.95283
7 N -1.51910 1.77446 -2.10204
8 C 2.81814 3.26451 -0.90276
9 C 2.92411 -1.39768 4.00613
10 C -5.61567 -0.66258 -2.33897
11 C 0.70888 -1.70242 2.12396
12 C 1.86622 1.25311 4.43639
13 Sn -1.52796 -0.11168 0.46184
14 O -2.61422 -1.90874 -0.07905
15 H 2.91400 4.44965 0.90114
16 H 0.16115 1.34832 5.67748
17 C -3.63040 0.68447 -2.29376
18 H -1.57189 -1.37596 -3.90799
19 O -1.68412 -4.05476 0.87058
20 O -3.06243 -0.09621 2.03123
21 O -4.20298 -3.83546 0.48859
22 C -4.92658 0.53973 -0.41540
23 C 0.56243 1.17464 4.68745
24 O -5.18398 -1.47974 1.90767
25 H -0.07883 -2.97786 3.58639
26 C 5.40486 -0.45600 3.13105
27 C -2.16819 1.12499 -4.30554
28 C 2.28255 3.97896 0.15947
29 H 6.09854 -0.89833 5.16986
30 H 4.50272 -0.10110 1.26279
31 C 0.89090 -1.06171 -2.74847
32 C 1.95847 2.68259 -1.81473
33 H 3.89057 3.15484 -1.01388
34 C 1.22562 -1.04393 -4.10247
35 O -4.01841 -1.11101 4.15610
36 H 2.33743 2.10059 -2.64018
37 C 2.38158 0.98435 3.07574
38 C 2.49695 -0.65854 -4.50200
39 H 0.49309 -1.30133 -4.84946
40 H 6.40672 -0.27548 2.75813
41 N -1.71455 0.97928 3.93531
42 C -5.85165 -0.28993 -1.02648
43 H 1.82550 -2.76646 5.14167
44 C 0.90146 4.05808 0.25638
45 H -6.27864 -1.35142 -2.84768
46 H -4.27631 -0.47390 -3.99380
47 H 3.13103 1.72931 2.78577
48 H -6.69816 -0.66369 -0.46874
49 O -3.00331 -2.57702 2.32941
50 H 2.57792 1.48412 5.22271
51 C -2.39896 1.22710 -2.93248
52 C -4.49444 -0.17103 -2.98322
53 H 0.88337 2.50286 -4.35855
54 N 1.46221 -0.58455 -0.43401
55 H 3.85013 -0.04117 -1.46737
56 O -0.30853 -1.45757 -2.25187
57 O 0.44225 1.89858 -6.71010
58 C 1.84581 -2.18672 4.22205
59 H -0.91666 -3.47734 1.05969
60 C -0.37086 2.21794 -2.60289
61 N -3.84483 1.01276 -1.01901
62 H 1.43335 1.35937 1.10052
63 P -2.95133 -3.11077 0.79485
64 P -3.81600 -1.24548 2.70393
65 C -0.96299 1.56756 -4.83291
66 C 1.85898 -0.68442 -1.80474
67 N 2.30013 -0.93048 0.43235
68 H 3.94300 -1.86700 5.85940
69 C 1.80195 -0.67854 1.76942
70 C 4.05377 -1.39194 4.88983
71 H -5.13258 -2.27569 1.35346
72 H -5.03362 0.80443 0.63004
73 C 5.24269 -0.88137 4.50778
74 C 4.36009 -0.35373 2.30068
75 O -0.22802 -1.84416 1.27195
76 C 3.45946 -0.31130 -3.56748
77 C -0.64255 1.41159 -6.34599
78 H -2.08414 -2.35488 -2.50576
79 H 2.72100 -0.61308 -5.55924
80 C -0.40694 0.95293 3.58486
81 C 0.75003 -2.33183 3.33257
82 H -1.94853 0.72183 4.87728
83 C 3.13226 -0.33032 -2.22041
84 C 1.28922 0.76814 2.00293
85 H -2.36525 0.67534 3.22769
86 O -1.49972 0.79257 -7.00296
87 H 0.43871 4.59119 1.08077
88 C 2.95740 -0.47065 2.82145
89 N -0.08544 0.85953 2.35485
90 C -1.24004 -2.06939 -3.13034

Properties
Kohn-Sham gap = 0.24238 Ha
Energy above the lowest of the compared OMol25 structures with the same formula, charge and spin = 0.0 kJ/mol
Charge = -2

***

Molecular formula: C38H32N3O8ScTe
Method: DFT, ωB97M-V/def2-TZVPD

Element x y z (Å)
1 C -0.80388 3.54723 -3.06831
2 C -1.63291 -1.29991 -3.55632
3 H -0.74346 -2.32099 3.03305
4 H -1.60963 2.22408 -5.10772
5 H 3.89215 2.41993 -3.92426
6 C 4.65662 0.43077 -3.73671
7 H 1.53887 3.15969 1.09495
8 C 2.53879 -4.93752 -1.89880
9 C -0.45500 -0.23817 2.40297
10 C 0.54856 5.03132 -4.39949
11 C -1.63754 -0.17088 -2.67252
12 O -1.75377 -0.32757 -1.41080
13 C 4.01734 0.64969 -1.05307
14 C 2.59482 -2.60820 -3.43618
15 C 0.39767 -4.56970 -5.82286
16 O 3.52718 -6.24688 -5.01487
17 H 3.78264 0.72792 -0.00050
18 C -1.69972 1.25525 -4.63744
19 C 4.90585 -0.62706 -2.87976
20 C -0.01295 -3.46926 -5.08895
21 C 0.33874 3.78899 -3.82894
22 C -2.40681 0.36673 -6.87811
23 O -0.68449 -2.58974 -1.82239
24 H 4.90181 0.35315 -4.78544
25 O -0.67665 0.22558 3.49929
26 H 0.82581 -1.95180 2.24925
27 N -0.75130 -2.13705 0.88538
28 H 4.79133 -1.33242 -0.85962
29 H 2.56949 -1.69197 -4.00698
30 C -1.45331 1.12156 -3.27696
31 C -1.93883 -1.10853 -4.90708
32 C -0.61951 -6.03044 -4.22087
33 C -1.52626 5.79942 -3.47823
34 C 2.24228 -2.56756 -2.09187
35 C 2.23908 -3.72488 -1.31784
36 C 0.10520 -5.85128 -5.38703
37 C 2.94830 -3.81190 -4.01301
38 C 3.74837 1.69965 -1.91420
39 C 2.88781 -4.96978 -3.24349
40 C 4.59136 -0.51329 -1.53595
41 H -2.63115 4.37329 -2.31457
42 H 1.44262 5.21403 -4.97629
43 C 1.40405 2.71201 0.11360
44 H -0.22262 7.01081 -4.66833
45 H 1.56842 1.63074 0.19552
46 H -1.77443 -2.17268 0.89852
47 Te 2.91469 3.53038 -1.20364
48 H 0.95757 -4.43214 -6.73584
49 H 0.44500 -6.70459 -5.95444
50 H -1.60041 -5.07530 -2.57907
51 H -3.22094 1.08210 -6.96923
52 H -2.25395 6.58466 -3.34072
53 N 3.15195 -6.24521 -3.86184
54 H 2.49499 -5.86216 -1.34313
55 C -0.25499 -1.77394 2.21575
56 H 1.96597 -3.66221 -0.27638
57 N -0.45216 1.93203 -1.27446
58 C -1.74252 4.55754 -2.90187
59 H 3.23881 -3.88461 -5.05082
60 C -0.38437 6.03940 -4.22517
61 C 4.08053 1.59107 -3.25573
62 H -0.42690 -3.06909 0.62381
63 H -0.05318 3.97623 -0.87781
64 C -0.92208 2.19623 -2.44655
65 C -0.72816 -3.64330 -3.90738
66 C -1.05489 -2.50572 -3.00301
67 H -2.70971 -0.57401 -7.32991
68 O -0.33522 0.41856 1.30865
69 H -1.55620 0.75711 -7.43406
70 O 1.69019 -1.18688 -0.23574
71 O 1.18634 -0.43555 -2.21908
72 Sc -0.12155 -0.25457 -0.46662
73 H -0.68312 2.96758 0.47101
74 C -0.00379 2.98767 -0.39517
75 H 5.34024 -1.53957 -3.25875
76 C -2.04502 0.16364 -5.43833
77 C 1.71016 -1.31297 -1.48984
78 H -2.08065 -1.97010 -5.54390
79 O 2.96775 -7.24331 -3.20009
80 C -1.03262 -4.93512 -3.48563
81 H -0.85175 -7.02627 -3.87694
82 H 0.25053 -2.47382 -5.41398
83 H 1.05700 2.99157 -3.96110

Properties
Kohn-Sham gap = 0.25669 Ha
Energy above the lowest of the compared OMol25 structures with the same formula, charge and spin = 0.0 kJ/mol